Entry 1:
Formula: C46H60AsBrHgN8O7S2Si3
Source: the OMol25 dataset
Level of theory: ωB97M-V/def2-TZVPD

ΔE to the lowest compared entry with this formula, charge and spin = 0.0 kJ/mol
E = -255294.571 eV
frontier orbital gap = 4.98 eV
total charge = -2
F_max = 0.4 eV/Å
HOMO energy = -1.26 eV

Structure (XYZ):
```
129
C46H60AsBrHgN8O7S2Si3 (ωB97M-V/def2-TZVPD)
Hg -0.45 0.54 0.01
C -2.67 -2.43 0.30
O -1.47 -2.36 -0.45
C -1.23 -3.28 -1.39
C -1.96 -4.45 -1.55
C -1.57 -5.35 -2.54
Br -2.58 -6.95 -2.74
C -0.47 -5.15 -3.33
C 0.28 -3.98 -3.15
C -0.12 -3.02 -2.23
O 0.57 -1.87 -1.99
C 1.53 -3.86 -3.91
N 1.88 -4.66 -4.89
C 3.14 -4.24 -5.27
C 3.99 -4.73 -6.26
C 5.21 -4.11 -6.43
C 5.60 -3.02 -5.63
C 4.77 -2.52 -4.64
C 3.54 -3.15 -4.48
N 2.50 -2.94 -3.61
H -2.65 -3.29 0.98
H -3.54 -2.49 -0.36
H -2.72 -1.50 0.86
H -2.83 -4.64 -0.94
H -0.15 -5.87 -4.06
H 0.60 -1.25 -2.75
H 3.69 -5.57 -6.88
H 5.89 -4.46 -7.19
H 6.56 -2.55 -5.80
H 5.06 -1.68 -4.02
H 2.42 -2.18 -2.95
O -3.02 2.51 1.24
N -3.21 3.06 0.08
C -2.99 4.40 -0.01
C -3.17 5.12 -1.15
C -3.58 4.43 -2.30
C -3.79 3.08 -2.21
C -3.62 2.34 -1.02
S -3.86 0.65 -0.98
H -2.66 4.83 0.93
H -2.95 6.18 -1.16
H -3.71 4.95 -3.24
H -4.09 2.51 -3.08
C 4.86 0.32 0.59
C 3.86 -0.79 0.69
C 3.95 -2.11 0.32
C 2.67 -2.65 0.58
N 1.88 -1.73 1.11
N 2.62 -0.61 1.18
C 2.16 -4.03 0.29
H 5.87 -0.09 0.54
H 4.80 0.99 1.45
H 4.69 0.92 -0.31
H 4.80 -2.60 -0.12
H 2.13 0.27 1.30
H 2.60 -4.77 0.96
H 2.40 -4.31 -0.73
H 1.08 -4.05 0.41
O -0.04 4.40 -2.51
C 0.63 3.47 -2.90
N 0.48 2.15 -2.60
S 1.65 1.26 -3.17
O 1.14 0.14 -3.96
O 2.66 0.87 -2.20
C 2.40 2.50 -4.21
C 3.48 2.44 -5.07
C 3.93 3.64 -5.62
C 3.31 4.85 -5.29
C 2.23 4.88 -4.42
C 1.78 3.68 -3.88
H 3.96 1.50 -5.32
H 4.76 3.63 -6.31
H 3.69 5.77 -5.72
H 1.74 5.80 -4.14
C 0.95 -0.04 6.91
Si 1.38 -0.18 5.08
C 2.66 -1.54 4.82
C 2.28 1.42 4.67
As -0.40 -0.58 3.60
Si -0.91 -2.75 4.34
C -2.76 -3.07 4.25
C -0.39 -3.30 6.07
C -0.08 -3.89 3.11
Si -2.15 0.58 4.68
C -2.50 0.10 6.48
C -3.71 0.33 3.71
C -1.72 2.41 4.65
H 1.88 -0.02 7.50
H 0.33 -0.85 7.27
H 0.42 0.90 7.10
H 3.40 -1.53 5.63
H 3.17 -1.35 3.87
H 2.23 -2.54 4.76
H 3.17 1.48 5.30
H 1.67 2.31 4.86
H 2.59 1.45 3.63
H -3.29 -2.59 5.07
H -2.94 -4.15 4.30
H -3.18 -2.70 3.32
H -1.04 -2.88 6.84
H 0.64 -3.03 6.32
H -0.46 -4.39 6.12
H -0.36 -3.60 2.09
H -0.36 -4.94 3.27
H 1.01 -3.81 3.16
H -2.09 -0.87 6.76
H -3.59 0.06 6.63
H -2.09 0.84 7.18
H -4.08 -0.69 3.78
H -3.57 0.59 2.65
H -4.49 1.00 4.10
H -0.71 2.62 5.03
H -2.44 2.98 5.26
H -1.79 2.77 3.62
N 1.25 7.59 1.53
C 2.15 6.81 0.84
O 3.03 7.31 0.17
C 1.99 5.33 1.00
C 2.70 4.50 0.14
C 2.54 3.12 0.27
N 1.77 2.56 1.20
C 1.08 3.36 2.00
C 1.15 4.74 1.94
H 1.26 8.56 1.25
H 0.35 7.20 1.75
H 3.33 4.93 -0.62
H 3.00 2.44 -0.44
H 0.40 2.87 2.69
H 0.56 5.33 2.63
```

Here are the Mulliken charges for atoms 1 to 5, given in e: atom 1 (Hg): 0.746, atom 2 (C): -0.653, atom 3 (O): 0.165, atom 4 (C): -0.219, atom 5 (C): -0.425

=====

Entry 2:
Formula: C46H60N4O8Ta
Source: the OMol25 dataset
Level of theory: ωB97M-V/def2-TZVPD

2S+1 = 2
E = -72557.469 eV
frontier orbital gap (alpha / beta) = 7.11 / 5.10 eV
total charge = +2
F_max = 3.5 eV/Å
HOMO energy (alpha / beta) = -12.83 / -12.62 eV

Structure (XYZ):
```
119
C46H60N4O8Ta (ωB97M-V/def2-TZVPD)
Ta -1.57 -0.08 0.23
C 4.97 0.14 2.25
C 4.34 1.45 2.77
C 5.07 2.64 2.15
C 4.51 1.49 4.30
C 2.88 1.52 2.38
C 2.42 0.95 1.21
C 1.06 0.93 0.93
N 0.40 0.46 -0.17
C 0.72 0.58 -1.49
C 1.92 0.30 -2.13
C 2.02 0.43 -3.50
C 0.94 0.98 -4.19
C -0.27 1.35 -3.61
C -0.43 1.07 -2.23
O -1.53 1.24 -1.55
C -1.23 2.26 -4.40
C -1.06 2.12 -5.92
C -2.72 2.10 -4.08
C -0.80 3.68 -3.99
C 3.31 0.04 -4.20
C 3.76 -1.35 -3.73
C 3.16 0.00 -5.73
C 4.38 1.08 -3.83
C 0.11 1.48 1.86
O -1.16 1.21 1.55
C 0.58 2.26 2.93
C 1.95 2.23 3.17
C -0.33 3.19 3.70
C -1.51 2.44 4.32
C -0.87 4.22 2.69
C 0.40 3.95 4.81
H 5.96 0.01 2.68
H 5.08 0.15 1.17
H 4.36 -0.72 2.54
H 6.13 2.59 2.39
H 4.67 3.58 2.54
H 4.96 2.64 1.07
H 5.55 1.25 4.55
H 3.87 0.75 4.78
H 4.30 2.47 4.70
H 3.10 0.49 0.52
H 2.75 -0.06 -1.54
H 1.07 1.16 -5.25
H -1.10 1.08 -6.24
H -0.13 2.57 -6.26
H -1.87 2.65 -6.41
H -2.91 1.92 -3.02
H -3.20 1.32 -4.67
H -3.23 3.03 -4.35
H 0.27 3.82 -4.15
H -1.03 3.88 -2.95
H -1.32 4.41 -4.60
H 2.99 -2.09 -3.92
H 3.99 -1.36 -2.67
H 4.66 -1.64 -4.27
H 2.36 -0.67 -6.03
H 4.09 -0.37 -6.16
H 2.99 0.99 -6.13
H 4.55 1.10 -2.76
H 4.08 2.08 -4.15
H 5.32 0.83 -4.32
H 2.33 2.76 4.02
H -2.06 1.88 3.57
H -2.19 3.15 4.78
H -1.16 1.75 5.10
H -1.46 3.73 1.91
H -0.05 4.76 2.21
H -1.50 4.94 3.19
H 0.80 3.27 5.56
H -0.29 4.62 5.30
H 1.21 4.56 4.40
O -4.04 -0.25 -1.89
C -3.95 -0.55 -0.71
O -3.45 0.21 0.19
C -4.19 -1.95 -0.26
C -5.13 -2.80 -0.85
C -5.08 -4.14 -0.54
C -4.09 -4.61 0.34
C -3.93 -5.98 0.64
C -2.91 -6.39 1.46
C -2.03 -5.45 2.02
C -2.17 -4.12 1.77
C -3.19 -3.66 0.91
N -3.26 -2.34 0.60
H -5.86 -2.40 -1.54
H -5.78 -4.84 -0.97
H -4.61 -6.68 0.20
H -2.78 -7.44 1.69
H -1.24 -5.81 2.66
H -1.49 -3.40 2.18
O -0.89 -1.20 2.45
N -1.35 -1.06 3.67
C -2.66 -1.09 3.92
C -3.14 -1.07 5.21
C -2.26 -0.99 6.28
C -0.90 -0.90 5.99
C -0.47 -0.94 4.69
H -3.30 -1.15 3.04
H -4.21 -1.11 5.37
H -2.62 -1.01 7.30
H -0.18 -0.79 6.79
H 0.57 -0.88 4.41
C 1.33 -3.08 -0.09
O 0.41 -2.11 0.41
H 1.23 -4.02 0.46
H 2.36 -2.72 -0.02
H 1.08 -3.27 -1.13
H 0.47 -2.13 1.37
N -2.39 -0.94 -3.86
C -1.77 -2.23 -3.49
C -1.60 -2.40 -1.96
O -1.56 -3.50 -1.47
O -1.52 -1.29 -1.31
H -1.71 -0.15 -3.79
H -3.17 -0.70 -3.18
H -2.78 -0.97 -4.80
H -0.78 -2.31 -3.94
H -2.38 -3.07 -3.84
```

Here are the Mulliken charges for atoms 1 to 5, given in e: atom 1 (Ta): 0.343, atom 2 (C): -1.722, atom 3 (C): 1.787, atom 4 (C): -1.595, atom 5 (C): -1.841

=====

Entry 3:
Formula: C46H61N3P3SSiZn
Source: the OMol25 dataset
Level of theory: ωB97M-V/def2-TZVPD

ΔE to the lowest compared entry with this formula, charge and spin = 15.0 kJ/mol
E = -148158.539 eV
frontier orbital gap = 6.23 eV
total charge = +1
F_max = 0.2 eV/Å
HOMO energy = -9.02 eV

Structure (XYZ):
```
116
C46H61N3P3SSiZn (ωB97M-V/def2-TZVPD)
Zn -0.46 0.10 -1.17
C -1.20 4.46 0.48
C 0.16 3.81 0.21
C 1.27 4.84 0.32
P 0.20 2.78 -1.34
C -0.15 3.97 -2.73
C 0.40 3.52 -4.10
C -1.68 4.10 -2.86
C 1.99 2.34 -1.42
C 2.89 3.14 -2.13
C 4.22 2.76 -2.27
C 4.66 1.58 -1.70
C 3.79 0.81 -0.94
C 2.45 1.17 -0.77
Si 1.28 0.16 0.34
C 2.00 -1.57 0.62
C 3.01 -1.70 1.58
C 3.61 -2.93 1.85
C 3.19 -4.06 1.16
C 2.18 -3.95 0.21
C 1.57 -2.73 -0.06
P 0.28 -2.60 -1.37
C -1.05 -3.85 -0.99
C -0.67 -5.19 -0.36
C -2.10 -3.17 -0.10
C 1.14 -3.20 -2.91
C 2.59 -2.70 -2.89
C 1.09 -4.68 -3.25
C 1.38 1.00 2.04
C 2.32 2.01 2.27
C 2.48 2.58 3.52
C 1.71 2.13 4.59
C 0.78 1.13 4.38
C 0.59 0.57 3.12
P -0.63 -0.75 2.77
C -0.48 -1.85 4.25
C -1.62 -2.86 4.28
C 0.87 -2.56 4.18
C -2.26 0.13 3.01
C -2.65 0.54 4.43
C -2.28 1.35 2.09
H -1.24 4.82 1.51
H -2.03 3.76 0.34
H -1.36 5.32 -0.17
H 0.32 3.05 0.99
H 1.20 5.59 -0.48
H 2.26 4.39 0.27
H 1.20 5.37 1.27
H 0.26 4.95 -2.47
H 1.24 2.84 -4.04
H 0.73 4.39 -4.68
H -0.38 3.03 -4.68
H -2.11 3.13 -3.13
H -1.92 4.81 -3.65
H -2.16 4.44 -1.95
H 2.57 4.07 -2.58
H 4.90 3.38 -2.83
H 5.69 1.27 -1.81
H 4.16 -0.09 -0.46
H 3.34 -0.83 2.13
H 4.39 -3.00 2.59
H 3.65 -5.02 1.35
H 1.88 -4.84 -0.32
H -1.49 -4.03 -1.97
H -0.28 -5.05 0.64
H 0.05 -5.75 -0.95
H -1.57 -5.81 -0.28
H -1.66 -2.86 0.85
H -2.92 -3.86 0.10
H -2.51 -2.28 -0.58
H 0.61 -2.66 -3.70
H 3.20 -3.33 -2.25
H 2.68 -1.68 -2.51
H 3.01 -2.73 -3.90
H 1.68 -5.27 -2.54
H 1.53 -4.84 -4.23
H 0.08 -5.08 -3.26
H 2.95 2.35 1.46
H 3.22 3.36 3.68
H 1.84 2.55 5.57
H 0.20 0.76 5.23
H -0.52 -1.25 5.17
H -1.58 -3.51 3.40
H -2.61 -2.39 4.31
H -1.54 -3.50 5.16
H 0.96 -3.12 3.25
H 0.98 -3.25 5.01
H 1.70 -1.85 4.22
H -3.00 -0.60 2.65
H -1.97 1.31 4.81
H -2.64 -0.30 5.12
H -3.66 0.96 4.43
H -1.63 2.13 2.49
H -3.29 1.77 2.02
H -1.92 1.12 1.08
N -1.42 -0.01 -5.25
C -0.08 0.05 -5.60
C 0.57 0.05 -6.83
C 1.95 0.17 -6.79
C 2.65 0.31 -5.58
C 2.00 0.31 -4.36
C 0.61 0.17 -4.38
N -0.31 0.17 -3.34
C -1.49 0.07 -3.90
C -2.70 0.07 -3.09
C -4.01 0.06 -3.45
S -4.99 0.11 -2.05
C -3.61 0.12 -1.07
N -2.48 0.10 -1.73
H -2.20 -0.10 -5.89
H 0.04 -0.04 -7.76
H 2.50 0.17 -7.72
H 3.72 0.42 -5.60
H 2.53 0.44 -3.43
H -4.44 0.05 -4.43
H -3.66 0.15 0.01
```

Here are the Mulliken charges for atoms 1 to 5, given in e: atom 1 (Zn): 1.848, atom 2 (C): -2.032, atom 3 (C): 2.862, atom 4 (C): -1.687, atom 5 (P): -0.728